Formula: C38H34IrN8O3PS
Source: the Open Molecules 2025 dataset
Level of theory: wB97M-V/def2-TZVPD

As for the multiplicity: 5. Its expectation value of S² is 6.028. As for the total energy: -80967.596 eV. Its net charge is +2. Its gap between HOMO and LUMO (spin up / spin down) is 6.762 / 4.911 eV. The relative energy (zero: lowest compared OMol25 entry of this formula, charge and spin) is 0.0 kJ/mol.

```
86
Properties=species:S:1:pos:R:3:forces:R:3:mulliken_charge:R:1
Ir 0.5151 -0.3056 0.0238 -0.146 1.058 0.322 2.862
N 2.1288 3.2903 1.9262 0.177 -0.420 -0.590 0.065
C 2.2587 2.4138 0.9201 0.148 0.167 -0.007 -0.511
N 1.4539 1.3976 1.1392 -0.259 -0.118 0.168 0.195
C 0.8279 1.7045 2.3116 0.735 0.770 -0.308 0.388
N 1.2371 2.8526 2.8045 -0.788 -0.301 0.779 -0.634
C -0.2098 0.8604 2.8559 -0.590 -0.226 0.742 0.186
C -0.8674 1.1701 4.0580 0.678 -0.052 -0.771 -0.534
N -1.8468 0.4231 4.4948 -0.500 0.109 0.788 -0.536
C -2.2301 -0.6131 3.7785 0.262 -0.221 -0.618 -0.728
C -1.5880 -0.9307 2.5848 -0.284 -0.129 0.259 -0.289
N -0.5688 -0.2104 2.1400 0.695 0.415 -0.341 0.030
H 2.5809 4.1831 2.0746 0.018 -0.139 -0.088 0.195
H 2.9170 2.5230 0.0825 0.154 0.094 -0.153 0.569
H -0.5797 2.0327 4.6409 0.066 0.091 0.001 0.521
H -3.0567 -1.1973 4.1544 -0.070 -0.110 -0.063 0.426
H -1.9331 -1.7569 1.9804 -0.022 -0.081 -0.071 0.425
O 0.2028 -3.0154 0.5267 0.250 -0.581 -0.343 -0.487
N -0.0738 -2.2680 -0.6564 -0.029 -0.690 0.026 -0.060
C 0.3538 -2.8879 -1.7216 -0.264 -0.273 0.767 -1.341
C 0.4466 -2.3795 -3.0514 0.092 0.573 -0.832 0.835
C 0.7363 -3.3009 -4.0755 -0.069 0.009 0.398 -0.907
C 0.9290 -2.8945 -5.3767 0.005 0.091 -0.170 -1.002
C 0.8961 -1.5418 -5.6935 0.014 -0.297 0.103 -0.742
C 0.6133 -0.6131 -4.7073 -0.017 0.054 0.184 -1.127
C 0.3433 -1.0134 -3.4012 0.168 0.017 0.096 1.327
P -0.2890 0.2089 -2.2148 -0.381 0.399 -0.717 0.563
C -2.0631 -0.0971 -2.4529 0.160 0.007 0.137 1.017
C -2.8611 -0.4748 -1.3801 0.157 0.065 0.003 0.050
C -4.2049 -0.7399 -1.5718 -0.036 -0.079 0.042 -0.562
C -4.7556 -0.6472 -2.8398 0.100 -0.066 0.052 -0.805
C -3.9551 -0.3029 -3.9171 -0.021 0.063 -0.100 -0.905
C -2.6124 -0.0273 -3.7314 0.050 -0.050 0.034 -0.884
C 0.2073 1.7989 -2.9086 0.013 -0.065 0.227 1.295
C 1.5540 2.1376 -2.7788 -0.202 -0.128 -0.052 -0.674
C 2.0172 3.3396 -3.2793 0.100 0.029 0.051 -0.819
C 1.1364 4.2108 -3.9052 -0.089 -0.039 0.014 -0.741
C -0.2027 3.8745 -4.0265 0.015 0.080 -0.065 -0.625
C -0.6783 2.6755 -3.5222 0.037 -0.228 0.011 -1.018
H -0.6343 -3.1066 1.0028 -0.087 0.123 -0.146 0.316
H 0.7078 -3.9096 -1.5802 -0.189 -0.008 0.097 0.509
H 0.7780 -4.3514 -3.8310 0.078 -0.167 0.021 0.512
H 1.1144 -3.6212 -6.1518 0.050 -0.104 -0.023 0.434
H 1.0811 -1.2221 -6.7078 0.009 0.060 -0.063 0.495
H 0.5835 0.4381 -4.9616 -0.018 -0.004 0.012 0.519
H -2.4139 -0.5399 -0.3969 -0.158 0.032 0.148 -0.135
H -4.8264 -1.0166 -0.7343 -0.049 -0.033 0.102 0.517
H -5.8009 -0.8639 -2.9923 -0.120 0.006 -0.010 0.446
H -4.3759 -0.2549 -4.9093 -0.050 0.039 -0.095 0.484
H -1.9954 0.2278 -4.5818 0.004 0.015 -0.066 0.529
H 2.2225 1.4352 -2.2982 0.211 0.013 0.028 0.737
H 3.0603 3.6022 -3.1851 0.096 0.003 -0.009 0.513
H 1.4920 5.1518 -4.2968 0.040 0.059 -0.038 0.432
H -0.8851 4.5505 -4.5168 -0.089 0.091 -0.039 0.503
H -1.7247 2.4222 -3.6080 -0.069 0.081 0.036 0.490
C 3.4473 -5.6688 0.8747 -0.042 -0.186 -0.075 -1.494
C 3.5872 -4.2438 1.2569 0.067 0.144 0.316 1.043
C 4.0463 -3.7900 2.4728 -0.040 0.329 -0.215 -0.901
C 4.1210 -2.3991 2.6981 -0.117 -0.801 -0.087 0.761
N 3.7022 -1.5414 1.7773 -0.122 0.458 -0.175 -0.400
C 3.2733 -1.9757 0.6118 0.260 -0.629 0.118 0.314
S 2.9028 -0.8884 -0.6493 -0.598 0.644 -0.542 -0.442
N 3.2217 -3.3171 0.3406 0.137 0.312 0.342 0.113
C 4.6906 -1.8255 3.9382 0.033 0.003 0.191 -1.234
H 3.9638 -6.3165 1.5756 0.007 -0.010 0.031 0.416
H 3.8463 -5.8436 -0.1233 0.080 -0.020 -0.053 0.383
H 2.3920 -5.9463 0.8584 -0.046 -0.009 0.049 0.318
H 4.3579 -4.4854 3.2321 0.056 -0.140 0.053 0.448
H 2.9052 -3.6151 -0.5775 0.095 0.142 0.159 0.152
H 4.8319 -2.5745 4.7107 0.017 -0.034 0.045 0.396
H 4.0564 -1.0223 4.3074 -0.043 0.024 -0.003 0.321
H 5.6581 -1.3791 3.7008 0.037 0.000 -0.012 0.317
O -2.3567 1.6920 1.4374 0.118 -0.447 0.425 -0.565
C -2.0053 2.0134 0.3170 -2.826 1.323 0.474 0.015
O -0.9762 1.6695 -0.3223 2.515 -1.047 -0.934 -0.620
C -2.9453 2.9197 -0.4840 0.892 -0.664 0.437 0.596
C -4.2913 2.5974 -0.5079 -0.149 0.300 -0.171 -0.587
C -5.1502 3.3751 -1.2679 -0.007 -0.173 0.146 -0.743
C -4.6564 4.4586 -1.9730 -0.120 0.176 -0.171 -0.591
C -3.3109 4.7783 -1.9259 0.249 0.030 0.028 -0.706
C -2.4384 3.9996 -1.1811 -0.332 0.078 -0.213 -0.083
H -4.6650 1.7568 0.0547 0.028 -0.060 0.125 0.551
H -6.2028 3.1368 -1.2928 -0.102 0.017 -0.059 0.452
H -5.3265 5.0647 -2.5622 -0.093 0.078 -0.056 0.444
H -2.9272 5.6275 -2.4703 -0.050 0.148 -0.066 0.479
H -1.3833 4.2247 -1.1497 0.110 0.009 0.021 0.528
```
Forces are in eV/Å.